1.
The following is a DFT calculation (the ωB97M-V functional and the def2-TZVPD basis) of a molecular structure, C51H47N3O4P3RuS2.

Structure (XYZ):
```
111
Properties=species:S:1:pos:R:3:forces:R:3:mulliken_charge:R:1
Ru 0.84061 -0.37927 -1.30454 -0.46 0.20 -3.49 0.23
S 3.01927 0.55739 -0.33081 0.68 -0.17 -0.43 0.14
S 3.77552 2.48304 2.31979 0.35 0.07 0.15 -0.60
P -1.50322 -0.28938 1.07110 1.21 -0.72 0.14 -0.07
P 4.41188 1.38826 0.79038 -1.12 0.14 0.49 0.91
P -0.07206 -2.89284 0.54223 -0.43 0.71 0.44 1.79
O 0.27587 1.20963 -1.99002 -0.96 0.90 0.63 -1.04
O -4.89782 1.80491 -4.94805 0.04 0.11 0.02 -0.75
O 1.12352 -2.30259 -0.11638 -0.12 -0.53 -0.07 -0.79
O -0.11182 0.11684 0.75184 0.24 0.36 1.04 -0.39
N -3.87843 0.02293 -4.05544 -0.14 0.04 0.08 -0.02
N -0.82751 -1.17351 -2.35082 0.19 -0.05 0.24 0.71
N -3.56102 2.12812 -3.10885 -0.12 0.15 0.08 0.46
C -1.71982 -0.32494 -2.86538 -0.56 0.23 -0.14 -1.11
C 0.90749 -3.09537 4.99567 -0.01 0.00 -0.01 -0.56
C -4.07579 4.38271 -3.97416 -0.12 0.17 -0.04 -0.66
C 0.63561 -5.21739 -0.70680 0.06 -0.03 0.03 -0.46
C -0.41011 -4.56542 -0.05858 -0.13 -0.03 0.16 0.74
C -2.96145 -1.17573 3.28335 -0.02 0.07 0.04 -0.74
C 0.46701 -6.51630 -1.16257 -0.02 0.00 0.00 -0.74
C -2.63469 1.01392 0.59895 0.16 0.13 0.05 1.68
C -4.04603 5.75524 -3.75992 0.15 -0.16 0.09 -0.70
C -3.47615 7.77911 -2.36811 0.07 -0.04 -0.03 -1.59
C -1.80309 -0.54271 2.83603 -0.28 0.21 0.00 0.85
C 7.22908 -1.90581 2.40289 0.00 -0.02 0.02 -0.35
C -1.62381 -5.22216 0.12686 0.03 -0.06 0.03 -0.38
C 7.25129 3.78450 -1.94403 0.00 0.01 -0.02 -0.34
C -3.58549 3.53561 -2.98885 -0.19 -0.10 -0.05 0.14
C -2.99943 5.41596 -1.64099 0.12 0.09 0.30 -0.76
C -2.26444 -0.84875 5.55664 0.00 0.02 -0.03 -0.51
C 6.13270 -2.25562 1.62942 -0.02 0.02 0.04 -0.65
C 6.06590 1.75717 -1.42989 0.03 -0.01 -0.01 -0.38
C -4.14563 1.38816 -4.08242 -0.01 -0.23 -0.15 0.23
C 1.71075 -2.40094 4.10461 0.00 -0.02 0.01 -0.67
C 5.27909 -1.27225 1.13974 0.01 -0.07 0.04 -0.03
C -1.11897 -0.20449 5.11385 -0.01 -0.02 0.01 -0.70
C -3.49916 6.29068 -2.60060 -0.13 0.05 0.01 0.80
C -4.75345 2.02681 0.17494 -0.57 -0.03 -0.15 -0.93
C -0.74304 -7.16928 -0.97279 0.01 0.00 0.00 -0.52
C -4.23590 3.28841 0.31971 1.11 -0.09 1.56 -0.25
C -2.08673 2.30190 0.79070 0.45 -0.16 0.34 -1.17
C -3.06526 4.04540 -1.79799 0.20 0.16 -2.79 -0.45
C -0.58194 -3.70102 3.20927 0.01 0.01 0.03 -0.37
C -2.90128 -0.78620 -3.46303 0.26 -0.26 -0.05 0.19
C -3.19043 -1.33236 4.64002 -0.02 0.01 0.02 -0.75
C 6.71317 4.38278 -0.81547 -0.03 0.00 -0.01 -0.53
C -3.95575 0.87611 0.27709 -0.46 0.10 0.01 -0.68
C 6.92495 2.46811 -2.25156 0.00 0.00 0.01 -0.62
C 1.68869 -0.86897 -2.86293 0.91 -0.85 1.15 -0.86
C 5.85244 3.66867 0.01109 0.04 0.03 -0.03 -0.33
C 6.61713 0.41183 2.20830 0.02 -0.03 -0.01 -0.52
C 5.51734 0.06485 1.42594 0.11 0.06 -0.13 0.08
C -2.83558 3.43129 0.61299 -1.75 -0.81 2.03 -0.91
C -1.02648 -2.49423 -2.46508 0.67 0.06 -0.86 -1.04
C -1.78818 -6.52231 -0.32791 -0.01 0.00 0.00 -0.82
C 1.37189 -2.35217 2.75953 0.05 -0.01 -0.01 -0.88
C -3.10385 -2.16368 -3.55617 -0.07 0.01 -0.02 -0.64
C -0.24030 -3.74270 4.55060 -0.01 0.01 0.01 -0.67
C -1.67370 -1.94888 0.32870 -0.11 0.10 0.60 0.45
C 7.46991 -0.56715 2.69261 -0.01 0.02 0.01 -0.60
C 5.52719 2.35436 -0.29211 0.11 -0.09 0.05 0.05
C -0.88736 -0.04503 3.75385 0.10 0.01 -0.02 -0.48
C -2.13937 -3.02920 -3.07622 0.06 0.07 -0.06 -1.36
C 0.22476 -3.00546 2.31299 0.16 -0.08 -0.02 0.42
H 1.28352 -7.01873 -1.66459 0.00 0.00 -0.01 0.42
H -4.47807 3.98373 -4.89038 -0.02 -0.05 0.02 0.44
H -4.86195 4.16777 0.28631 -0.07 -0.04 -0.18 0.45
H -2.73123 -7.03165 -0.17562 0.00 0.00 -0.01 0.43
H 2.60008 -1.88797 4.44772 0.00 0.01 -0.01 0.54
H -2.69658 8.05258 -1.65670 -0.02 0.00 0.02 0.36
H -2.48266 -2.55077 0.74766 -0.14 0.07 -0.17 1.07
H -0.39588 0.17068 5.82661 0.00 0.01 -0.01 0.47
H 8.32011 -0.28773 3.30362 0.01 0.00 -0.01 0.36
H -2.44672 -4.73341 0.63359 -0.01 0.02 -0.03 0.20
H 1.57493 -4.69612 -0.85018 -0.02 0.04 -0.02 0.47
H -3.24184 1.62951 -2.29045 0.28 0.00 -0.11 -0.40
H -2.68061 3.28781 -1.15646 0.68 0.50 -0.72 1.35
H -4.09132 -1.82497 4.98434 0.00 -0.01 0.00 0.41
H 6.79150 1.45512 2.44468 -0.02 0.00 0.01 0.34
H -3.69978 -1.53609 2.57379 0.01 -0.02 -0.01 0.31
H -4.50082 -0.44906 -4.69107 0.05 -0.01 -0.04 0.23
H -0.21472 -3.10735 -2.10516 -0.03 -0.02 -0.02 1.42
H 5.79432 0.73631 -1.67198 -0.04 0.01 -0.01 0.36
H -1.77769 -1.74100 -0.73102 -0.48 -0.42 0.44 -1.91
H 5.41698 4.12364 0.89243 0.00 -0.03 0.02 0.30
H -3.99527 -2.54976 -4.03919 -0.03 0.02 0.04 0.37
H -4.40755 -0.10460 0.16924 0.00 0.03 -0.07 0.51
H -0.87058 -8.18568 -1.32300 -0.01 0.01 -0.01 0.40
H -4.43168 8.12954 -1.97073 0.01 0.03 0.00 0.29
H -1.04774 2.39052 1.08519 0.07 -0.06 -0.23 0.68
H -2.38243 4.39223 0.80159 -0.08 0.07 -0.17 0.62
H 0.00872 0.45170 3.39691 0.01 -0.02 -0.02 0.58
H 1.16858 -3.12843 6.04636 0.00 -0.01 0.00 0.39
H 2.39856 -0.22083 -3.37894 0.14 -0.01 0.13 0.35
H 7.33426 1.99923 -3.13822 0.01 0.00 0.00 0.36
H -3.28107 8.31770 -3.29622 -0.04 0.01 0.00 0.39
H 1.98555 -1.80455 2.05208 -0.03 0.03 -0.01 0.75
H -0.86849 -4.27825 5.25132 0.00 0.01 0.00 0.41
H 7.91799 4.34324 -2.59034 0.00 0.00 0.00 0.35
H 6.95655 5.41134 -0.57679 0.01 0.00 0.00 0.37
H 4.41482 -1.52982 0.53679 0.02 0.04 -0.05 0.30
H -1.47635 -4.21265 2.87148 0.01 0.00 -0.02 0.35
H 1.52416 -1.83110 -3.37111 -0.40 0.20 -0.26 0.11
H -1.38687 0.72041 -2.78810 0.34 -0.02 0.24 1.60
H 5.93514 -3.29762 1.40613 0.01 0.00 0.00 0.39
H 7.89280 -2.67223 2.78590 0.01 0.00 -0.01 0.35
H -4.44257 6.41504 -4.52321 0.02 0.01 -0.01 0.38
H -2.43924 -0.97349 6.61802 0.00 0.00 0.00 0.40
H -2.23548 -4.10103 -3.18592 -0.03 -0.01 0.07 0.53
H -5.81589 1.91352 -0.00704 0.02 -0.02 -0.10 0.44
H -2.54599 5.84266 -0.75251 0.01 -0.04 0.01 0.18
```
Forces are in eV/Å.

Computed properties:
gap between HOMO and LUMO (spin up / spin down): 4.32 / 4.32 eV
DFT total energy: -4352.2247 hartree
HOMO level (spin up / spin down): -0.092 / -0.092 hartree
total charge: -1



2.
The following is a DFT calculation (the ωB97M-V functional and the def2-TZVPD basis) of a molecular structure, C51H48IN9O21P2S.

Structure (XYZ):
```
133
Properties=species:S:1:pos:R:3:forces:R:3:mulliken_charge:R:1
I 0.50077 -1.49623 -6.64659 0.04 -0.12 -0.21 -0.05
S -3.34058 3.29149 -3.83399 0.50 0.16 0.01 -0.36
P -3.13305 1.56174 -3.06609 -0.79 0.29 -0.04 0.47
P -1.36013 -0.62922 -2.54906 -0.10 -0.17 0.14 -0.55
O -2.77502 -1.07996 2.32684 2.24 3.22 9.46 0.11
O -4.82433 1.16870 -5.84689 0.00 -0.24 -0.17 -0.58
O -0.19857 -4.32627 -2.41281 0.09 -0.07 0.12 -0.59
O 7.23755 5.13077 -5.30784 -0.07 -0.08 -0.12 -0.61
O -1.71024 0.77887 -3.22175 0.40 -0.25 -0.15 0.23
O -5.84844 0.48883 2.22514 -0.12 1.00 0.51 -0.63
O -6.14338 1.67625 -2.85219 -0.14 -0.03 -0.15 -0.62
O 7.77892 2.60257 6.14032 0.15 0.05 0.07 -0.64
O 2.90943 -2.10918 6.98882 0.24 -0.07 -0.15 -0.64
O 2.72248 -3.27635 5.19328 0.06 0.10 0.11 -0.60
O 0.22721 -0.64953 -2.54895 -0.07 0.27 0.31 -0.21
O -7.81697 0.38348 -2.44711 0.03 0.24 -0.04 -0.63
O -1.64664 -1.74516 -3.61676 0.11 0.33 -0.05 0.27
O -7.21771 -1.17792 2.27474 -0.17 0.13 0.06 -0.71
O 0.74533 0.89696 -4.97129 -0.06 0.28 0.04 -0.27
O -1.89809 -2.97789 2.85010 -0.90 -0.19 0.36 -0.53
O -2.85295 0.41629 -6.26397 -0.12 0.16 -0.14 -0.53
O 8.72790 0.71497 6.53757 0.08 0.11 0.03 -0.57
O 0.54236 -6.25690 -1.80793 -0.04 0.20 0.06 -0.63
O -1.95982 -0.78777 -1.20896 0.95 0.91 -2.39 0.00
O 7.04261 4.15190 -7.21757 -0.04 0.05 0.15 -0.60
N 0.31681 -5.08005 -1.60409 -0.02 -0.10 -0.13 1.09
N 6.61192 4.48983 -6.13128 0.07 0.01 -0.01 1.00
N -4.01088 0.65113 -6.58191 0.04 0.15 -0.01 1.11
N -3.97271 -2.29516 -3.41870 -0.03 0.14 -0.16 -0.51
N -7.07577 1.30408 -2.16292 0.18 -0.28 0.33 1.07
N 8.54832 1.89451 6.76707 0.04 0.02 0.01 1.04
N 3.23611 -2.38472 5.84784 -0.10 0.00 0.08 1.11
N -2.10636 -1.79674 3.04735 2.79 -2.90 3.64 1.02
N -6.12603 -0.68027 2.05343 1.44 -1.45 -0.82 1.11
C 4.63975 -1.85876 3.90424 0.04 0.02 -0.02 -0.29
C -5.24624 -0.48251 -10.44339 0.02 0.01 0.05 -0.48
C -0.61108 -1.97786 4.98031 0.16 -0.10 0.07 -0.50
C 3.21160 2.98353 -6.37110 -0.01 -0.01 0.02 -0.43
C 2.66085 3.37358 -5.15655 0.05 0.09 0.02 -0.55
C 1.02851 -1.07935 -3.63634 0.32 -0.37 0.13 -0.35
C 0.05448 -1.39593 6.04767 -0.20 -0.04 -0.07 -0.69
C 0.41362 -3.19236 -0.04070 0.09 0.07 0.07 0.50
C 1.71974 -4.78666 1.83668 -0.01 0.03 0.00 -0.85
C -5.32172 -2.86983 1.25631 0.82 -1.84 -0.58 -0.53
C -1.01272 0.71547 5.57043 0.01 0.00 -0.01 -0.70
C -6.14220 0.14737 -9.58848 0.02 0.00 0.00 -0.49
C -6.50190 3.10181 -0.58276 -0.08 0.08 0.06 -0.34
C 5.23100 4.09346 -5.78724 0.08 0.04 -0.02 0.11
C 10.91588 2.31442 9.60768 -0.01 0.01 -0.01 -0.43
C 3.41073 4.12413 -4.25885 0.02 -0.02 -0.03 -0.56
C -3.94169 -0.73256 -10.03547 -0.02 0.01 0.01 -0.48
C -4.43960 0.26338 -7.93744 0.04 0.07 0.08 0.17
C -3.82837 -0.95078 1.25262 -3.88 1.19 -2.28 -0.21
C 4.29098 -1.57874 5.21384 -0.05 -0.06 0.01 0.22
C -4.30087 -3.64957 0.73503 -1.86 -0.33 0.63 -1.24
C -1.67647 0.14983 4.49213 0.02 0.06 0.06 -0.37
C -2.90437 -1.96407 -4.31427 -0.35 -0.07 -0.09 0.16
C 0.77531 -0.27615 -4.90496 -0.10 -0.21 -0.02 -0.01
C -8.14561 1.42471 0.03971 0.01 -0.12 0.11 -0.41
C -5.74239 0.52835 -8.31710 -0.03 -0.02 -0.05 -0.43
C 9.08930 3.84637 8.15960 0.03 0.03 0.04 -0.34
C 4.50975 3.34345 -6.69840 -0.05 -0.02 0.01 -0.34
C -7.25715 1.97566 -0.86153 -0.02 0.00 -0.16 0.07
C 1.45189 -3.45056 2.11267 -0.02 0.04 0.01 -0.54
C -3.05395 -3.08883 0.47659 1.09 1.79 -0.43 -0.36
C -8.26366 2.01307 1.28627 -0.11 0.08 0.02 -0.39
C -6.66855 3.70507 0.65633 0.04 -0.10 -0.03 -0.52
C 5.86911 0.19820 5.34205 -0.16 -0.19 -0.06 -0.07
C -5.05692 -1.53445 1.50493 -1.90 1.66 0.26 -1.14
C 10.72311 3.65549 9.91490 -0.02 -0.02 -0.03 -0.44
C -7.53902 3.15704 1.59086 0.03 -0.05 -0.09 -0.44
C 0.79900 -2.65823 1.17694 0.03 -0.06 0.05 -0.77
C 5.62224 -1.08227 3.31016 -0.02 0.02 0.01 -0.70
C 1.34356 -5.33689 0.62089 0.00 0.04 0.04 -0.69
C -2.81699 -1.74325 0.73341 1.09 -4.08 -6.55 0.36
C 0.70154 -4.51970 -0.29300 -0.01 -0.05 -0.12 -0.62
C 10.20074 1.72626 8.57637 0.03 0.02 0.05 -0.37
C 4.71088 4.49222 -4.56942 -0.05 -0.03 0.03 -0.31
C 9.30367 2.51028 7.87401 -0.04 -0.05 -0.07 0.18
C -0.14498 -0.05192 6.33928 -0.02 0.05 -0.03 -0.68
C -1.45489 -1.18803 4.22144 0.42 0.36 -1.04 0.40
C 6.23054 -0.05865 4.02562 0.00 0.00 0.01 -0.46
C -3.52439 -0.35678 -8.76822 0.00 -0.02 -0.05 -0.30
C 4.88531 -0.56742 5.94802 0.05 0.06 0.00 -0.73
C 9.81172 4.41802 9.19516 0.01 -0.02 0.00 -0.44
H -2.26049 -3.70460 0.07286 0.11 0.06 0.18 0.44
H -6.41652 1.01719 -7.62945 0.02 -0.01 0.01 0.48
H -7.62806 3.60327 2.57258 -0.02 0.02 -0.02 0.40
H 2.22154 -5.40290 2.57103 -0.01 0.02 0.01 0.49
H 0.73429 -1.99432 6.63602 -0.08 0.03 0.05 0.65
H -5.56653 -0.78079 -11.43298 0.00 0.01 0.00 0.39
H 2.07167 -0.86848 -3.35765 -0.25 -0.06 -0.03 0.36
H 11.28706 4.10917 10.71915 -0.01 0.00 0.00 0.38
H -2.65722 -2.77425 -5.01093 0.02 0.06 0.32 0.26
H -8.90488 1.55336 2.02529 0.01 0.04 0.01 0.37
H -5.81621 3.49316 -1.32100 0.01 -0.01 -0.02 0.51
H -8.68714 0.52525 -0.21364 0.00 0.02 -0.02 0.47
H 2.98153 4.42472 -3.31244 -0.01 0.01 -0.01 0.38
H 0.38466 0.40002 7.16812 -0.03 0.00 0.00 0.43
H -3.30922 1.49903 -1.68609 -0.04 -0.07 0.16 -0.15
H -4.70493 -1.59770 -3.38171 0.18 0.02 0.11 0.35
H -3.24600 -1.22141 -10.70400 -0.01 0.00 0.00 0.38
H 1.74556 -3.03146 3.06768 -0.02 -0.04 -0.04 0.90
H -6.09441 4.58947 0.89809 -0.01 0.01 0.00 0.40
H 1.54033 -6.37067 0.37942 -0.01 0.01 -0.03 0.53
H 5.91017 -1.27868 2.28614 0.00 0.00 0.01 0.39
H 8.37635 4.41612 7.58296 0.00 -0.02 -0.02 0.44
H 6.36522 0.98641 5.88295 -0.15 -0.01 -0.03 0.35
H -0.10203 -2.59373 -0.77317 -0.04 0.00 -0.06 0.56
H -1.16605 1.76118 5.80110 0.00 -0.01 0.01 0.40
H -4.48094 -4.69642 0.53033 -0.02 0.02 -0.03 0.44
H 10.33038 0.68635 8.31671 -0.01 0.01 -0.02 0.45
H 9.66247 5.46133 9.43766 0.01 -0.01 0.00 0.37
H 0.91279 -2.15426 -3.80495 -0.12 0.25 0.00 0.40
H -2.34345 0.72559 3.86774 -0.03 0.05 0.03 0.50
H -6.29948 -3.27721 1.46417 -0.02 0.04 -0.04 0.54
H 4.58014 -0.39116 6.96872 -0.01 -0.02 -0.01 0.47
H 6.99531 0.54815 3.55845 0.02 -0.02 0.02 0.43
H 11.62544 1.72303 10.17015 0.00 0.01 0.00 0.37
H 0.57693 -1.62157 1.39588 0.04 0.03 0.01 0.58
H -3.13870 -1.07000 -4.90546 0.09 -0.34 0.29 -0.21
H -1.84733 -1.30233 0.53541 -0.57 -0.39 0.08 0.89
H -2.51623 -0.53491 -8.42303 -0.01 0.01 0.02 0.44
H 4.96075 3.05483 -7.63590 0.02 0.02 0.01 0.45
H 1.64666 3.09239 -4.91210 0.01 0.01 0.00 0.59
H -7.15646 0.34227 -9.90943 0.01 -0.01 0.00 0.37
H -3.66540 0.09676 1.45591 -1.13 0.74 -1.68 0.59
H -0.46311 -3.01667 4.72569 -0.01 0.00 -0.01 0.52
H 4.15363 -2.66189 3.37070 0.00 0.00 0.01 0.55
H -4.00951 0.60801 -3.57946 -0.03 -0.08 0.08 -0.16
H 2.62469 2.39691 -7.06556 0.00 0.00 0.01 0.42
H 5.31519 5.07437 -3.89014 0.01 0.00 -0.02 0.45
H -3.66156 -2.52505 -2.48253 -0.05 -0.17 -0.05 0.22
```
Forces are in eV/Å.

Computed properties:
gap between HOMO and LUMO: 4.89 eV
DFT total energy: -5422.8233 hartree
HOMO level: -0.230 hartree
total charge: 0